1.
A molecular structure, C41H35Cl5N5P2STb at a distorted geometry, computed with ωB97M-V/def2-TZVPD.

Geometry as XYZ:
```
90
Properties=species:S:1:pos:R:3:forces:R:3
Tb -0.7498 1.3173 0.1583 -0.9 0.5 0.2
C -5.6140 -1.8847 1.2485 -0.1 0.0 0.0
C -4.7658 -1.0295 2.0973 0.1 0.1 0.1
N -4.8188 -0.9310 3.3834 -0.9 -0.6 0.2
N -3.8528 -0.0760 3.7506 0.5 0.4 -1.1
C -3.1532 0.3691 2.6950 -0.4 -0.5 -0.2
S -1.8279 1.3881 2.7237 0.8 0.6 -0.2
N -3.7441 -0.2282 1.6144 0.0 0.2 1.1
N -3.3639 -0.0105 0.2883 -0.1 0.5 -0.3
H -6.3406 -2.3839 1.8828 0.0 0.0 0.0
H -5.0161 -2.6428 0.7416 0.0 0.0 0.0
H -6.1454 -1.2981 0.5001 -0.1 0.0 0.0
H -3.7385 0.1904 4.7185 0.1 0.0 -0.1
H -3.9176 0.7796 -0.1132 0.3 -0.5 0.4
H -3.6242 -0.8416 -0.2490 0.3 0.1 0.1
Cl 0.4298 3.8557 0.5657 0.5 -0.1 0.3
C -1.1512 4.3424 0.0154 -1.0 -0.2 -0.5
C -1.9750 3.3049 -0.4461 0.0 1.0 0.2
C -3.2483 3.7582 -0.8020 0.6 -0.2 0.2
Cl -4.3936 2.5561 -1.2922 -0.5 -0.2 -0.4
C -3.6673 5.0870 -0.7551 -0.1 0.0 0.0
Cl -5.2469 5.5441 -1.2477 0.1 -0.1 0.1
C -2.7807 6.0636 -0.2916 0.1 0.0 0.1
Cl -3.2548 7.7031 -0.1677 0.0 -0.2 -0.1
C -1.4964 5.6837 0.1070 0.0 0.1 0.1
Cl -0.3923 6.8503 0.7119 0.0 -0.1 0.0
C 1.3836 -2.2541 0.3967 -0.6 0.1 0.0
N 2.3857 -1.4770 -0.2605 0.2 0.0 -0.1
C 3.0230 -0.4990 0.5753 -0.3 0.1 0.3
P 1.9968 1.0740 0.6899 1.7 -0.1 -0.5
C 3.0148 2.1056 1.7821 -0.6 -0.1 0.0
C 4.3789 2.3168 1.5899 0.0 -0.1 0.0
C 5.0969 3.0564 2.5128 0.1 0.0 0.0
C 4.4616 3.5909 3.6249 -0.1 0.0 0.0
C 3.1083 3.3683 3.8295 0.0 0.0 0.1
C 2.3866 2.6199 2.9181 0.0 -0.1 -0.1
C 2.2290 1.6627 -1.0500 -0.4 -0.2 0.4
C 3.0622 2.7133 -1.4233 0.0 0.0 0.0
C 3.2187 3.0290 -2.7646 0.0 0.0 0.1
C 2.5304 2.3244 -3.7392 -0.2 -0.1 0.0
C 1.6555 1.3118 -3.3761 0.0 0.0 -0.2
C 1.4994 0.9842 -2.0395 0.0 0.0 0.4
C 2.9510 -1.8943 -1.4856 0.1 -0.1 -0.2
C 4.0871 -1.2875 -2.0243 0.0 0.1 0.1
C 4.6804 -1.7783 -3.1736 0.0 -0.1 0.0
C 4.1546 -2.8743 -3.8339 0.0 0.0 -0.1
C 2.9830 -3.4308 -3.3574 0.1 0.0 0.0
C 2.3808 -2.9395 -2.2136 -0.1 0.0 0.1
P -0.3815 -1.5484 0.2297 0.5 -1.3 -0.1
C -1.0574 -2.2573 -1.3097 0.1 0.3 0.2
C -1.6530 -1.3691 -2.2089 0.1 0.1 0.3
C -2.1824 -1.8279 -3.4017 -0.1 0.1 -0.1
C -2.1152 -3.1777 -3.7108 0.0 0.1 0.0
C -1.5208 -4.0661 -2.8285 0.0 -0.1 0.1
C -0.9929 -3.6133 -1.6306 -0.1 0.2 0.0
C -1.1984 -2.4287 1.6068 0.0 0.5 0.0
C -2.1686 -3.4139 1.4620 0.1 0.1 -0.1
C -2.7796 -3.9507 2.5829 0.0 0.0 0.1
C -2.4335 -3.5076 3.8492 0.0 0.0 0.0
C -1.4664 -2.5248 4.0006 0.1 0.0 0.1
C -0.8567 -1.9797 2.8861 0.1 0.0 -0.2
H 1.5714 -2.2788 1.4794 -0.1 0.0 -0.2
H 1.3746 -3.2885 0.0393 0.0 0.1 0.1
H 4.0127 -0.2301 0.2040 -0.2 0.0 0.1
H 3.1456 -0.8770 1.6006 0.0 0.0 -0.1
H 4.8839 1.9050 0.7275 0.1 0.0 -0.1
H 6.1578 3.2016 2.3665 0.0 0.1 0.0
H 5.0201 4.1765 4.3376 0.1 0.0 0.1
H 2.6226 3.7612 4.7094 0.0 0.1 0.1
H 1.3331 2.4190 3.0885 0.0 0.1 0.0
H 3.5933 3.2830 -0.6746 0.0 0.0 0.0
H 3.8930 3.8220 -3.0513 0.0 0.1 0.0
H 2.6695 2.5686 -4.7800 0.0 0.0 -0.1
H 1.1187 0.7601 -4.1331 0.0 -0.1 -0.1
H 0.8997 0.1030 -1.7824 0.1 0.1 0.0
H 4.5417 -0.4240 -1.5653 0.0 0.1 0.1
H 5.5727 -1.2975 -3.5436 0.1 0.0 0.0
H 4.6409 -3.2766 -4.7067 0.0 0.0 -0.1
H 2.5269 -4.2651 -3.8674 0.0 -0.1 -0.1
H 1.4565 -3.4004 -1.9102 0.0 0.0 0.1
H -1.7000 -0.2919 -1.9732 -0.1 -0.4 -0.2
H -2.6439 -1.1374 -4.0903 0.0 0.1 -0.1
H -2.5223 -3.5359 -4.6425 -0.1 0.0 -0.1
H -1.4683 -5.1147 -3.0764 0.0 -0.1 0.0
H -0.5360 -4.3169 -0.9484 0.0 -0.1 0.1
H -2.4405 -3.7703 0.4796 -0.1 0.0 -0.1
H -3.5250 -4.7210 2.4723 -0.1 -0.1 0.0
H -2.9164 -3.9241 4.7172 -0.1 -0.1 0.1
H -1.1868 -2.1809 4.9853 0.0 0.0 0.1
H -0.1123 -1.1940 2.9984 -0.1 -0.1 0.1
```
Positions in Å, forces in eV/Å.

## Properties
HOMO level (spin up / spin down), eV: -12.4 / -12.4
HOMO-LUMO gap (spin up / spin down), hartree: 0.247 / 0.260
Energy relative to the best compared isomer or geometry (same formula, charge and spin), eV: 0.000
Charge: +2
Multiplicity: 7


2.
3 unconnected molecules or ions with the total composition C4H13N3 at a distorted geometry, computed with ωB97M-V/def2-TZVPD.

Geometry as XYZ:
```
20
Properties=species:S:1:pos:R:3:forces:R:3
C 0.9903 -0.5112 0.3850 0.0 0.2 -0.1
C 2.4769 -0.1159 0.3151 -0.2 0.0 0.0
C -2.1863 0.7205 -1.2476 2.0 -0.2 1.1
N 0.5753 -1.4089 -0.6986 0.0 0.0 0.1
H 0.8407 -1.0636 1.3203 0.0 0.0 0.0
H 0.6052 -0.9228 -1.5893 0.0 0.0 0.0
H 1.2027 -2.2027 -0.7678 0.0 0.1 0.0
H 3.1115 -1.0053 0.3471 0.0 0.0 0.0
H 2.6850 0.4206 -0.6137 0.0 0.0 0.0
H 2.7565 0.5286 1.1510 0.0 0.0 0.0
H -2.6423 -0.2106 -1.5623 0.1 0.0 -0.1
H -1.6067 1.2044 -2.0344 -0.3 0.1 -0.4
H -2.9259 1.3894 -0.8223 0.1 0.1 0.0
C 0.0909 0.7137 0.4017 1.6 0.1 0.7
N -2.5944 -0.1996 1.0640 0.9 -0.2 1.1
N -1.5338 -0.1239 1.5351 -1.5 -0.1 -1.1
H -1.3032 -0.5002 2.4918 0.3 0.3 -0.5
H 0.3164 1.3766 -0.4390 -0.1 -0.1 -0.3
H 0.2942 1.3569 1.2559 -0.1 -0.2 0.3
H -1.1530 0.5540 -0.4920 -2.7 0.1 -0.9
```
Positions in Å, forces in eV/Å.

## Properties
HOMO level (spin up / spin down), eV: -7.5 / -7.7
HOMO-LUMO gap (spin up / spin down), hartree: 0.293 / 0.299
Energy relative to the best compared isomer or geometry (same formula, charge and spin), eV: 5.704
Charge: 0
Multiplicity: 1


3.
A molecular structure, C38H29F15Ge2I3N3O5STa at a distorted geometry, computed with ωB97M-V/def2-TZVPD.

Geometry as XYZ:
```
97
Properties=species:S:1:pos:R:3:forces:R:3
Ta 11.6616 12.5581 10.5451 0.8 0.0 0.3
I 12.4330 9.2477 6.8229 0.4 0.0 -0.8
C 11.2929 8.9431 8.4714 -0.5 0.3 1.0
C 10.5546 7.7731 8.6933 -0.1 -1.3 -0.5
C 9.7375 7.5938 9.7855 0.0 -0.5 -0.1
I 8.8194 5.6862 10.1286 0.4 0.9 -0.3
C 9.6370 8.6332 10.7362 0.2 -0.1 1.1
C 8.8533 8.6058 11.9387 -0.5 -1.4 -1.4
C 8.9007 9.6196 12.8395 0.3 0.0 0.1
C 9.7634 10.7289 12.5744 0.0 -1.4 -0.7
N 10.5172 10.7577 11.4747 -0.2 1.1 0.6
C 10.5019 9.7432 10.5804 -1.7 -0.7 0.5
C 11.2625 9.9300 9.4323 0.4 -1.3 -0.8
O 11.9687 11.0272 9.3394 0.1 0.9 0.2
H 10.6941 6.9477 7.9796 -0.2 0.4 0.3
H 8.1516 7.7271 12.0746 1.0 1.2 0.0
H 8.2856 9.4221 13.7216 0.4 1.0 0.0
H 9.8590 11.5530 13.2475 0.0 0.3 0.2
C 13.8354 8.1712 11.2273 -0.4 0.8 -0.7
O 12.7721 8.5488 12.0994 0.9 -0.6 0.1
C 12.7964 7.7293 13.2472 -1.1 -0.6 0.8
C 11.9751 8.4024 14.3520 0.0 -0.7 0.7
O 12.4221 9.6916 14.7981 0.4 -1.0 -0.5
C 13.8043 9.6698 15.2297 -0.6 0.3 -2.9
H 13.7091 7.1850 10.8396 -0.4 -1.0 -0.3
H 14.8327 8.1757 11.6589 0.0 0.4 0.5
H 13.7979 8.8539 10.3729 0.2 0.0 0.2
H 13.8045 7.6185 13.6550 0.2 -0.3 -0.5
H 12.3314 6.6770 13.0549 0.8 1.6 0.2
H 11.8906 7.6723 15.2190 0.3 0.8 -0.7
H 10.9697 8.5104 13.9769 -0.4 0.4 0.0
H 13.9764 10.6699 15.5303 0.3 0.9 0.8
H 14.5111 9.5345 14.3275 -1.0 -0.3 1.4
H 13.8965 8.9499 16.0054 0.6 -0.6 0.7
O 13.0321 15.2099 7.4433 -0.4 -0.2 0.1
C 12.7029 14.5773 8.3692 0.8 0.2 -0.1
N 12.4482 13.9325 9.3499 -0.1 0.3 -0.5
F 14.1778 16.1881 10.1473 -0.2 0.5 0.0
C 14.6448 16.2489 11.3998 -0.1 -0.6 -0.5
C 15.2848 15.1243 11.8738 0.4 -1.0 0.5
C 15.6692 15.0954 13.2165 -0.1 -0.6 -1.1
F 16.2447 14.0068 13.7741 -0.3 0.6 -0.4
C 15.4288 16.1765 13.9985 1.0 0.0 1.8
F 15.9457 16.1621 15.2524 -0.7 0.3 -0.7
C 14.7602 17.2787 13.5122 0.4 0.2 -0.5
F 14.5678 18.2935 14.2984 -0.3 1.0 0.8
C 14.3948 17.3555 12.1829 -1.3 0.7 -0.6
F 13.6476 18.4062 11.7067 1.1 -1.3 0.7
Ge 15.3940 13.3877 10.9661 0.1 -0.3 -0.1
S 13.5720 12.3587 11.8641 0.7 0.0 -0.2
C 17.0566 12.4292 11.4489 -0.1 1.1 -0.7
C 18.2652 13.0975 11.1664 -0.6 -1.2 0.6
F 18.2838 14.3876 10.8045 -0.2 -0.2 0.2
C 19.4658 12.4138 11.2529 -0.9 -1.3 -0.4
F 20.5728 13.0285 10.9944 1.6 0.9 -0.2
C 19.4866 11.0184 11.4294 -1.2 0.0 0.6
F 20.6114 10.3096 11.4464 -0.2 0.5 -0.1
C 18.2703 10.3533 11.6605 0.5 0.6 -0.5
F 18.2518 9.0374 11.7808 0.1 -0.3 0.2
C 17.0821 11.0727 11.6688 0.0 -0.3 0.5
F 15.9345 10.4065 11.9583 0.7 0.3 -0.3
C 15.5842 13.3466 8.9958 0.4 1.5 1.4
C 16.1182 14.4249 8.3218 0.0 1.0 -0.4
F 16.4521 15.5366 8.9906 -0.2 -0.1 -0.3
C 16.2654 14.3885 6.9432 -0.2 2.1 -0.1
F 16.5349 15.5091 6.1720 -0.1 -1.8 1.5
C 15.9876 13.2103 6.3019 1.1 1.1 -1.4
F 16.1863 13.2146 5.0018 -0.1 -0.4 -0.8
C 15.6919 12.0646 6.9598 -0.3 0.0 0.2
F 15.6605 10.9224 6.3067 -0.3 -0.6 0.0
C 15.4384 12.2052 8.2968 -0.5 -2.2 0.4
F 15.0834 11.0980 8.9735 -0.1 -0.2 0.1
N 9.6886 13.5024 7.1096 0.0 -0.1 -0.2
C 9.5212 12.6351 8.0960 -0.4 -0.4 -1.1
O 9.9039 12.8577 9.2515 0.3 -0.1 0.8
C 8.7405 11.4248 7.6844 -0.3 -0.2 0.0
I 6.8885 11.5327 8.7340 -0.2 -0.1 0.0
H 10.1479 14.3822 7.3410 -0.3 -0.2 -0.6
H 9.3107 13.2381 6.1835 0.7 0.9 0.9
H 9.1557 10.4646 7.9536 0.4 0.0 0.2
H 8.5579 11.4261 6.6103 -0.2 0.0 0.2
C 10.8839 16.1866 13.6608 1.6 0.5 0.3
Ge 10.9005 14.1770 13.8783 0.4 0.8 -1.2
C 12.4458 13.3418 14.7689 1.3 0.4 -0.3
C 9.3488 13.6771 14.9090 -0.4 -0.3 0.1
C 10.5969 13.6014 11.9785 1.2 0.6 -0.4
H 10.7913 16.6673 14.6658 0.0 -0.3 -0.8
H 10.0771 16.5555 13.0113 0.1 -0.4 0.3
H 11.8641 16.6067 13.2129 -1.4 -0.8 0.6
H 13.4884 13.8371 14.6822 -1.9 -0.7 0.1
H 12.5496 12.2580 14.5543 -0.2 0.7 -0.1
H 12.0997 13.3951 15.7948 0.3 0.1 0.5
H 9.2199 14.5347 15.5831 -0.4 -0.4 0.0
H 9.5690 12.7678 15.5080 -0.4 0.5 -0.3
H 8.4520 13.5416 14.2595 0.6 0.1 0.7
H 11.0071 14.4610 11.3289 -0.2 -0.2 0.7
H 9.5848 13.5619 11.6594 -1.4 0.0 0.2
```
Positions in Å, forces in eV/Å.

## Properties
HOMO level, eV: -10.9
HOMO-LUMO gap, hartree: 0.256
Energy relative to the best compared isomer or geometry (same formula, charge and spin), eV: 0.808
Charge: +1
Multiplicity: 1


| no. | total energy (eV) |
| --- | --- |
| 1 | -164983.045 |
| 2 | -8823.709 |
| 3 | -245061.167 |